(1)
{
  "formula": "C41H37F33I2N2O4Si",
  "method": "ωB97M-V/def2-TZVPD",
  "e_lumo_ev": -1.593,
  "multiplicity": 1,
  "smiles": "C#CCc1c(CC(=O)I)c([C@H](I)CC)c(CCO[Si](C)(C)C)c2nc(CCC(F)(F)C(F)(F)C(F)(F)C(F)(F)C(F)(F)C(F)(F)C(F)(F)C(F)(F)F)cnc12.FC(F)C(F)(F)COC(F)(F)C(F)F.FC(F)C(F)(F)COC(F)(F)C(F)F",
  "largest_force_ha_per_bohr": 0.19923,
  "e_homo_ev": -8.30,
  "de_lowest_kcal_mol": 668.4,
  "charge": 0,
  "symbols": ["I", "I", "Si", "F", "F", "F", "F", "F", "F", "F", "F", "F", "F", "F", "F", "F", "F", "F", "F", "F", "F", "F", "F", "F", "F", "F", "F", "F", "F", "F", "F", "F", "F", "F", "F", "F", "O", "O", "O", "O", "N", "N", "C", "C", "C", "C", "C", "C", "C", "C", "C", "C", "C", "C", "C", "C", "C", "C", "C", "C", "C", "C", "C", "C", "C", "C", "C", "C", "C", "C", "C", "C", "C", "C", "C", "C", "C", "C", "C", "C", "C", "C", "C", "H", "H", "H", "H", "H", "H", "H", "H", "H", "H", "H", "H", "H", "H", "H", "H", "H", "H", "H", "H", "H", "H", "H", "H", "H", "H", "H", "H", "H", "H", "H", "H", "H", "H", "H", "H", "H"],
  "coordinates": [[2.80, -0.43, 0.84], [2.13, -1.56, -3.24], [0.73, 2.50, -3.40], [-6.55, -3.15, 2.11], [6.55, -0.48, 1.17], [-8.22, 2.14, 1.95], [4.57, 7.12, -1.15], [5.41, 0.21, 2.89], [8.03, -0.30, 3.62], [-6.50, -7.23, -0.31], [-9.12, -0.42, 2.49], [2.26, 6.69, 0.50], [-5.26, -1.76, 0.51], [7.91, -2.21, 0.35], [9.99, -2.78, 0.17], [-4.78, -6.41, 3.06], [3.64, 4.80, -0.21], [6.60, -1.68, 4.51], [3.58, 6.15, 2.37], [9.41, -0.19, -0.83], [-8.02, -1.29, -0.84], [-4.24, -4.50, 0.88], [-9.23, 1.26, -0.02], [-4.82, -5.50, -1.20], [8.81, 0.43, 1.18], [3.32, 3.51, 1.52], [4.48, 9.23, -0.62], [-7.26, -5.97, 1.70], [5.30, 4.97, 2.94], [-5.59, -8.45, 2.11], [-5.89, -3.22, -1.63], [-9.15, -2.40, 0.94], [2.00, 8.12, -1.10], [-7.76, -4.38, -0.72], [-3.75, -7.39, 1.03], [-6.74, -0.24, 2.54], [5.54, 6.40, 1.26], [3.32, -3.18, 2.08], [9.24, -2.23, 2.19], [-0.30, 1.23, -2.76], [-2.63, -0.14, 2.66], [-3.59, 0.70, -0.42], [4.18, 7.97, -0.16], [-0.81, -1.77, 1.53], [7.18, -1.33, 3.32], [4.64, 5.47, 1.87], [7.99, -2.53, 2.83], [0.55, 4.09, -2.26], [-1.71, -0.90, -1.50], [0.31, 3.09, -5.18], [-0.47, -2.02, -1.35], [-1.01, 0.47, -3.80], [2.46, -2.55, 1.27], [4.23, 4.33, 0.93], [-6.46, -3.79, -0.35], [9.15, -1.92, 0.80], [-6.53, -2.56, 0.73], [-7.89, -0.32, 1.61], [-6.73, 1.51, -0.10], [0.67, -1.09, 3.77], [-2.48, -0.27, -0.15], [0.32, -2.71, -2.61], [1.20, -3.44, 0.61], [6.07, -0.87, 2.37], [-0.01, -2.42, 0.21], [-8.00, 1.13, 0.85], [-2.21, -0.37, -3.00], [-5.49, 2.29, 0.65], [-0.61, -3.19, -3.87], [-2.05, -0.66, 1.37], [-7.89, -1.63, 0.62], [-4.25, 1.23, 0.82], [-1.97, -4.01, -3.44], [-5.01, -7.11, 1.74], [-3.73, 0.81, 2.30], [-6.13, -6.29, 0.80], [1.47, -0.10, 4.41], [-0.38, -2.21, 3.09], [9.57, -0.47, 0.49], [5.03, 7.73, 1.09], [2.63, 2.08, -3.38], [-5.41, -4.99, 0.10], [2.67, 7.90, 0.06], [0.29, 3.82, -1.15], [2.03, 0.48, 5.27], [0.09, 2.16, -5.87], [-1.90, -5.08, -3.98], [5.93, 8.34, 0.97], [-2.10, -4.12, -2.28], [0.00, -3.31, 3.17], [7.39, -3.24, 2.25], [1.63, 4.60, -2.25], [-6.25, 0.57, -0.67], [3.32, 3.03, -3.34], [-1.61, 1.17, -4.56], [2.78, 1.38, -2.42], [-5.11, 3.14, -0.09], [-0.69, 3.75, -5.22], [0.80, -4.26, 1.38], [-4.31, 1.31, 3.22], [-0.33, -0.21, -4.46], [2.34, 8.66, 0.78], [8.28, -3.09, 3.73], [-3.11, 0.37, -2.95], [-2.61, -1.28, -3.66], [0.79, -3.73, -2.19], [5.09, 3.74, 0.63], [2.82, 1.38, -4.31], [-1.35, -2.15, 3.79], [4.55, 8.10, 2.00], [-7.13, 2.25, -0.94], [1.17, 3.76, -5.63], [1.69, -4.04, -0.26], [5.33, -1.66, 2.21], [-0.93, -2.33, -4.59], [-2.95, -3.49, -3.89], [-5.77, 2.81, 1.66], [10.61, -0.30, 0.76], [-0.16, 4.90, -2.74], [0.06, -3.93, -4.53]]
}

(2)
{
  "formula": "C41H37F5IrOP2",
  "method": "ωB97M-V/def2-TZVPD",
  "e_lumo_ev": [-5.381, -8.224],
  "multiplicity": 6,
  "largest_force_ha_per_bohr": 0.07400,
  "e_homo_ev": [-11.65, -12.81],
  "de_lowest_kcal_mol": 0.0,
  "charge": 2,
  "symbols": ["Ir", "P", "P", "F", "F", "F", "F", "F", "O", "C", "C", "C", "C", "C", "C", "C", "C", "C", "C", "C", "C", "C", "C", "C", "C", "C", "C", "C", "C", "C", "C", "C", "C", "C", "C", "C", "C", "C", "C", "C", "C", "C", "C", "C", "C", "C", "C", "C", "C", "C", "H", "H", "H", "H", "H", "H", "H", "H", "H", "H", "H", "H", "H", "H", "H", "H", "H", "H", "H", "H", "H", "H", "H", "H", "H", "H", "H", "H", "H", "H", "H", "H", "H", "H", "H", "H", "H"],
  "coordinates": [[0.09, -0.01, 4.32], [1.97, 0.52, -4.43], [0.02, -2.14, -4.18], [0.95, 1.66, 10.27], [0.05, -3.22, 7.99], [0.50, -0.53, 11.84], [0.08, -2.98, 10.69], [0.99, 1.44, 7.57], [0.32, -1.02, 6.33], [-1.81, 2.58, 5.47], [-2.21, 0.03, 5.81], [-2.59, -3.98, -6.88], [0.45, -0.89, 7.60], [-0.23, -4.59, -5.52], [3.46, 3.14, -7.39], [0.72, 0.33, 8.30], [3.39, 2.36, -8.55], [-0.51, 2.29, 4.77], [-2.06, -0.33, 4.43], [-0.82, -3.33, -5.34], [0.73, 0.46, 9.68], [2.97, 1.03, -8.44], [-1.33, -1.42, -0.41], [3.11, 2.60, -6.15], [0.28, -1.89, 9.90], [-0.60, -1.41, -1.60], [0.26, -2.00, 8.52], [1.07, 2.96, -3.28], [2.61, 0.50, -7.20], [-2.03, -5.25, -7.01], [-0.84, -5.55, -6.33], [2.65, 1.28, -6.03], [-1.98, -3.02, -6.06], [3.20, 2.06, -2.52], [-0.57, -0.55, -4.81], [0.23, 0.54, -4.91], [-2.05, -3.16, -2.51], [-2.44, 1.40, 6.29], [-1.71, 1.48, 2.63], [-2.70, 0.54, 3.33], [1.26, 4.07, -2.44], [-0.98, -2.27, -2.65], [3.38, 3.16, -1.67], [-2.80, -3.15, -1.32], [0.49, -0.65, 10.49], [-0.44, 1.77, 3.42], [2.05, 1.96, -3.32], [2.40, 4.17, -1.64], [2.05, 0.26, 4.34], [-2.44, -2.28, -0.28], [3.19, 3.25, -5.27], [-3.02, -2.26, 0.65], [-3.52, 1.61, 6.38], [-1.60, 3.35, 6.22], [2.53, 5.03, -0.98], [2.39, -0.21, 3.40], [2.93, 0.42, -9.34], [0.71, -4.83, -5.02], [-3.58, 1.09, 3.68], [-2.58, 3.00, 4.80], [-0.10, 1.45, -5.44], [0.46, 2.05, 2.86], [-2.14, -1.42, 4.22], [4.27, 3.23, -1.05], [0.26, -0.75, -1.73], [-2.52, -6.01, -7.63], [-1.37, 1.01, 1.70], [-2.44, -2.03, -6.00], [-3.07, -0.16, 2.56], [-1.60, -0.52, -5.16], [2.33, 1.32, 4.32], [3.66, 2.79, -9.52], [3.79, 4.18, -7.46], [2.26, -0.53, -7.15], [-1.03, -0.76, 0.42], [0.49, 4.86, -2.42], [-0.40, -6.53, -6.44], [-3.51, -3.73, -7.40], [3.96, 1.27, -2.56], [0.39, 2.73, 5.22], [-2.04, 1.47, 7.32], [-2.24, -0.77, 6.57], [-2.31, -3.85, -3.32], [-2.22, 2.42, 2.35], [2.57, -0.21, 5.18], [-3.66, -3.82, -1.21], [0.17, 2.89, -3.90]]
}

(3)
{
  "formula": "C41H37F5P2SSn",
  "method": "ωB97M-V/def2-TZVPD",
  "e_lumo_ev": [-9.362, -9.367],
  "multiplicity": 1,
  "largest_force_ha_per_bohr": 0.04714,
  "e_homo_ev": [-12.52, -12.51],
  "de_lowest_kcal_mol": 0.0,
  "charge": 2,
  "symbols": ["Sn", "S", "P", "P", "F", "F", "F", "F", "F", "C", "C", "C", "C", "C", "C", "C", "C", "C", "C", "C", "C", "C", "C", "C", "C", "C", "C", "C", "C", "C", "C", "C", "C", "C", "C", "C", "C", "C", "C", "C", "C", "C", "C", "C", "C", "C", "C", "C", "C", "C", "H", "H", "H", "H", "H", "H", "H", "H", "H", "H", "H", "H", "H", "H", "H", "H", "H", "H", "H", "H", "H", "H", "H", "H", "H", "H", "H", "H", "H", "H", "H", "H", "H", "H", "H", "H", "H"],
  "coordinates": [[-0.19, -1.10, -2.95], [-0.96, 1.66, -0.06], [2.07, -0.63, -1.90], [-0.15, -3.21, -1.62], [-4.34, 6.43, 0.06], [-0.62, 4.06, -1.74], [-5.06, 4.20, 1.49], [-3.61, 1.88, 1.22], [-2.28, 6.27, -1.77], [2.20, 1.14, 0.30], [-1.75, 4.09, -1.00], [3.52, -0.95, -4.30], [-2.56, 5.22, -0.97], [0.20, -4.89, -2.29], [-2.20, 5.21, 4.64], [-4.01, 4.14, 0.63], [-0.17, -7.28, -2.13], [2.45, 2.39, 0.88], [3.69, 3.06, -1.09], [-1.07, -3.72, 0.97], [3.56, -1.03, -2.90], [2.16, -1.92, -0.65], [-0.61, -5.97, -1.92], [1.07, -7.50, -2.74], [-3.40, -3.89, 1.60], [-1.45, 5.04, 3.36], [5.82, -1.87, -3.01], [-3.78, -3.68, 0.27], [-2.81, -3.46, -0.71], [1.36, -3.00, -0.64], [-3.01, 2.69, 4.85], [-3.65, 5.28, -0.09], [4.66, -1.25, -5.04], [-0.52, 4.10, 3.13], [1.88, -6.43, -3.13], [-1.45, -3.47, -0.36], [-2.49, 3.94, 5.51], [1.44, -5.12, -2.93], [-0.12, 2.99, 4.03], [3.26, 3.32, 0.21], [5.82, -1.71, -4.40], [-2.02, 2.95, -0.20], [2.57, 0.91, -1.04], [3.39, 1.84, -1.70], [-2.37, 1.79, 4.10], [-3.23, 2.99, 0.54], [-2.19, -0.20, -2.72], [4.71, -1.48, -2.26], [-0.93, 1.71, 3.73], [-2.04, -3.92, 1.95], [-0.40, 0.91, 4.26], [-2.13, 0.85, -3.06], [0.01, 4.12, 2.17], [0.94, 2.77, 3.82], [-1.56, -5.78, -1.42], [4.27, 3.83, -1.61], [-2.94, 0.91, 3.76], [-1.73, -4.11, 2.98], [2.03, 2.63, 1.85], [6.70, -2.28, -2.51], [3.04, -1.90, 0.00], [-0.87, 1.48, 2.64], [-1.59, 5.85, 2.64], [2.87, -6.61, -3.57], [-2.58, -0.27, -1.69], [-3.16, 5.70, 4.41], [6.70, -1.95, -4.98], [3.55, 4.24, 0.72], [1.63, -3.89, -0.04], [-3.11, -3.28, -1.75], [2.06, -4.27, -3.23], [-4.84, -3.69, 0.00], [-1.62, 3.75, 6.16], [3.79, 1.61, -2.69], [-4.06, 2.50, 5.11], [-0.02, -3.75, 1.24], [4.76, -1.53, -1.17], [-3.31, 4.26, 6.18], [-0.19, 3.26, 5.09], [-0.80, -8.11, -1.79], [-2.82, -0.78, -3.42], [-4.16, -4.06, 2.38], [4.65, -1.12, -6.12], [1.70, 0.35, 0.87], [2.60, -0.63, -4.80], [-1.63, 5.88, 5.31], [1.41, -8.52, -2.89]]
}

(4)
{
  "formula": "C41H38BNO30P",
  "method": "ωB97M-V/def2-TZVPD",
  "e_lumo_ev": -0.938,
  "multiplicity": 1,
  "largest_force_ha_per_bohr": 0.15975,
  "e_homo_ev": -4.11,
  "charge": -1,
  "symbols": ["P", "O", "O", "O", "O", "O", "O", "O", "O", "O", "O", "O", "O", "O", "O", "O", "O", "O", "O", "O", "O", "O", "O", "O", "O", "O", "O", "O", "O", "O", "O", "N", "C", "C", "C", "C", "C", "C", "C", "C", "C", "C", "C", "C", "C", "C", "C", "C", "C", "C", "C", "C", "C", "C", "C", "C", "C", "C", "C", "C", "C", "C", "C", "C", "C", "C", "C", "C", "C", "C", "C", "C", "C", "B", "H", "H", "H", "H", "H", "H", "H", "H", "H", "H", "H", "H", "H", "H", "H", "H", "H", "H", "H", "H", "H", "H", "H", "H", "H", "H", "H", "H", "H", "H", "H", "H", "H", "H", "H", "H", "H", "H"],
  "coordinates": [[0.39, 2.71, 0.84], [-1.87, -9.65, -3.19], [-2.87, 16.75, -2.36], [-0.78, 14.98, -2.39], [3.00, 3.82, 0.17], [2.59, -1.87, 4.38], [0.60, 11.57, -0.68], [-4.00, -0.21, 1.64], [2.78, -5.39, 2.40], [5.72, -9.72, 1.48], [-2.10, -8.16, -0.91], [-1.02, 14.15, 2.26], [-3.63, -1.02, -3.00], [-1.00, -7.48, -4.00], [-2.16, -12.28, 1.42], [-3.17, 15.85, 2.27], [-0.69, 0.06, 0.82], [2.32, 11.65, -2.81], [-6.71, -0.55, 1.30], [2.04, 3.75, 3.06], [1.06, -9.10, -4.82], [2.29, -4.97, -1.73], [1.13, 4.91, -0.91], [4.50, -5.32, 0.26], [3.53, 7.24, -1.60], [0.42, -1.13, 2.54], [3.93, -9.83, 3.56], [1.75, 7.13, 0.48], [-6.34, -1.27, -3.36], [-1.84, -13.77, -0.87], [4.36, -6.54, -2.62], [-0.45, 3.70, 3.62], [0.67, -2.59, 2.80], [4.05, -8.69, 2.78], [1.67, 3.87, 0.02], [5.03, -8.72, 1.67], [-2.13, -10.19, 0.31], [0.60, -6.18, -2.85], [-2.46, 16.12, -1.20], [-1.92, -10.28, -2.14], [-2.08, -11.65, 0.36], [-3.07, 16.35, -0.04], [-6.59, -0.91, -1.03], [4.40, -6.44, 1.06], [-3.75, -0.60, -0.68], [-1.31, 15.18, -1.30], [2.85, 8.24, -1.41], [1.25, 10.56, -0.88], [-2.05, -9.54, -0.85], [5.15, -7.52, 0.82], [-0.84, 14.53, -0.07], [1.13, 9.35, -0.05], [2.22, 10.52, -2.02], [1.99, -5.91, -2.46], [-0.90, -0.99, 1.86], [2.76, -7.86, -3.75], [3.05, -6.81, -2.97], [3.44, -6.41, 2.19], [-0.89, 1.40, 1.41], [-2.62, 15.68, 1.19], [0.30, -7.22, -3.63], [2.96, 9.44, -2.26], [2.24, -2.85, 3.30], [3.31, -7.61, 3.03], [-4.54, -0.48, 0.39], [1.87, 8.27, -0.29], [-1.84, -11.74, -2.09], [-5.80, -1.03, -2.11], [1.36, -8.14, -4.12], [-1.92, -12.39, -0.92], [-4.32, -0.89, -2.00], [-6.01, -0.64, 0.29], [-1.45, 14.76, 1.10], [0.65, 3.42, 2.60], [2.59, -7.58, 3.84], [1.68, 12.29, -2.43], [1.23, 1.59, 0.40], [2.41, -3.96, 3.66], [-0.96, -8.29, -4.56], [2.94, -2.63, 2.38], [4.58, -10.47, 3.19], [-1.76, -0.72, 2.61], [4.31, -5.73, -2.06], [-1.92, -14.00, 0.09], [3.52, -8.53, -4.13], [-2.23, -9.66, 1.26], [-0.16, -5.50, -2.48], [0.50, -3.24, 1.82], [-1.39, 3.41, 3.28], [-0.12, -2.89, 3.61], [-2.68, -0.49, -0.62], [-0.64, 3.27, -0.05], [-2.03, -7.93, -1.86], [-3.91, 17.03, 0.05], [3.38, -1.35, 4.02], [-0.81, 1.30, 2.58], [-1.62, 14.47, 2.96], [3.67, 9.40, -3.08], [-1.95, 1.79, 1.04], [-4.77, -0.17, 2.25], [-1.23, -1.99, 1.32], [2.39, 6.49, 0.11], [-2.28, 16.42, -3.07], [2.07, 4.76, 2.97], [0.00, 13.86, -0.15], [-7.66, -1.01, -1.10], [-1.73, -12.27, -3.03], [0.41, 9.39, 0.76], [3.86, -4.67, 0.64], [5.85, -7.56, 0.00], [-0.21, 3.05, 4.44], [-5.57, -1.32, -3.97]]
}

Which of these has the highest multiplicity?
C41H37F5IrOP2